Entry 1:
{
  "formula": "C4H7NS3",
  "method": "wB97M-V/def2-TZVPD",
  "symbols": ["C", "C", "C", "C", "H", "H", "H", "H", "H", "H", "H", "N", "S", "S", "S"],
  "xyz": [[2.0717, -0.0027, -0.0261], [1.4510, -1.2959, -0.5954], [-1.0765, -0.0063, -0.0958], [1.4562, 1.2140, -0.6498], [1.2486, -0.0900, 1.8857], [2.5917, 0.7740, 1.7382], [3.0767, -0.0094, -0.4627], [2.0049, -2.1452, -0.2323], [1.5198, -1.2767, -1.6908], [1.5311, 1.1389, -1.7435], [1.9508, 2.1653, -0.3061], [2.1538, -0.0591, 1.3816], [-0.2844, -1.5242, -0.1331], [-2.7192, 0.0055, 0.2452], [-0.2724, 1.5438, -0.1532]],
  "lowdin_charge": [-0.5708, -0.4145, -1.5252, -0.4393, 0.0883, 0.0786, 0.1421, 0.0783, 0.0844, 0.0867, 0.0937, 0.0401, 0.8795, 0.5183, 0.8598],
  "charge": 0,
  "e_above_lowest_kcal_mol": 2.3,
  "homo_ev": -8.58
}

Entry 2:
{
  "formula": "C5H7N4S2",
  "method": "wB97M-V/def2-TZVPD",
  "symbols": ["C", "C", "C", "C", "C", "N", "N", "N", "N", "S", "S", "H", "H", "H", "H", "H", "H", "H"],
  "xyz": [[1.6132, 2.4911, 0.0801], [1.8460, 0.4209, 0.0488], [2.3168, -0.9563, 0.1084], [-0.0063, -1.5516, -0.1407], [0.4855, 0.6691, -0.1044], [2.4904, 1.5797, 0.2813], [1.3018, -1.8541, -0.0435], [-0.4410, -0.3024, -0.2329], [0.3350, 1.9813, -0.1613], [3.8058, -1.5393, 0.0313], [-4.1911, -0.5257, 0.0975], [1.7973, 3.5294, 0.1647], [-0.7186, -2.2876, -0.1301], [-5.0474, -0.4533, 1.1154], [1.5835, -2.8008, 0.1670], [-1.3973, -0.2798, -0.3766], [-0.4225, 2.5931, -0.2635], [-5.3510, -0.7137, -0.6413]],
  "lowdin_charge": [-0.0932, -0.2173, -0.7664, 0.0314, -0.2155, 0.1721, 0.0897, 0.2120, 0.1891, 0.8377, 0.4558, 0.1340, 0.1454, -0.2124, 0.1508, 0.0850, 0.1593, -0.1576],
  "charge": 1,
  "e_above_lowest_kcal_mol": 0.0,
  "homo_ev": -12.51
}

Entry 3:
{
  "formula": "C11H25NSi",
  "method": "wB97M-V/def2-TZVPD",
  "symbols": ["C", "C", "C", "C", "C", "C", "C", "C", "C", "C", "C", "N", "Si", "H", "H", "H", "H", "H", "H", "H", "H", "H", "H", "H", "H", "H", "H", "H", "H", "H", "H", "H", "H", "H", "H", "H", "H", "H"],
  "xyz": [[0.0041, -0.0593, 2.3295], [-2.4168, -0.1552, -0.2829], [-1.0440, 1.9782, -0.5091], [-1.4823, 0.4865, -2.3921], [1.1670, -1.4391, -2.4276], [1.9576, 0.8433, -1.5494], [2.2794, -1.3304, -0.1715], [0.0265, 1.7521, 3.8498], [0.0388, -0.2748, -0.4433], [-1.1516, 0.5091, -0.8949], [1.3579, -0.5369, -1.1149], [0.2422, 1.0825, 2.6647], [-0.5661, -1.8370, 2.9021], [-2.1687, -0.5403, 0.6599], [-3.1322, 0.6424, -0.0766], [-2.7502, -1.0526, -0.9051], [-1.8748, 2.5356, -0.9995], [-0.1145, 2.4557, -0.7960], [-1.0950, 1.9953, 0.6290], [-0.4779, 0.5706, -2.7802], [-1.9646, -0.4619, -2.7273], [-2.0027, 1.3534, -2.8674], [1.3016, -0.8927, -3.3863], [0.1031, -1.6996, -2.3629], [2.0161, -2.3173, -2.3395], [1.6354, 1.0682, -2.5250], [3.0458, 0.6217, -1.7517], [1.8770, 1.5276, -0.6558], [2.0436, -1.1327, 0.9027], [3.2946, -1.1136, -0.4570], [2.0991, -2.4549, -0.2046], [-0.9787, 1.4272, 4.1329], [0.0005, 2.8222, 3.7630], [0.7264, 1.5052, 4.7396], [-0.2529, -1.1933, 0.1912], [0.0779, -2.9364, 2.2327], [-0.4353, -1.7688, 4.4250], [-1.9584, -1.6783, 2.8603]],
  "lowdin_charge": [-0.2517, -0.0556, -0.0577, -0.0673, -0.0399, -0.0493, -0.0794, -0.1633, -0.0618, -0.6034, -0.5791, -0.0924, 0.6477, 0.0009, 0.0875, 0.1090, 0.0884, 0.0626, 0.0875, 0.0481, 0.0878, 0.0967, 0.0687, 0.0609, 0.1246, 0.0450, 0.0883, 0.1035, 0.0607, 0.0673, 0.0917, 0.0816, 0.0625, 0.1177, 0.0729, -0.0809, -0.0736, -0.1061],
  "charge": 0,
  "e_above_lowest_kcal_mol": 162.0,
  "homo_ev": [-7.26, -6.50]
}

Entry 4:
{
  "formula": "C2H7NO",
  "method": "wB97M-V/def2-TZVPD",
  "symbols": ["C", "C", "N", "H", "H", "H", "H", "H", "O", "H", "H"],
  "xyz": [[-1.0718, -1.4841, 0.3379], [-0.6596, -0.8808, -0.7805], [-0.6293, -1.3337, -2.0935], [-1.7661, -2.3209, 0.3856], [-0.5556, -1.2872, 1.2648], [-0.2324, 0.1011, -0.6872], [-1.0153, -2.2656, -2.1939], [-1.0710, -0.8036, -2.8436], [2.0345, 3.0274, 2.1059], [1.4364, 2.5209, 1.5459], [1.6656, 2.8644, 2.9904]],
  "lowdin_charge": [-0.0324, -0.3237, 0.0312, 0.0419, 0.0347, 0.0853, 0.0786, 0.0850, -0.0660, 0.0250, 0.0404],
  "charge": 0,
  "e_above_lowest_kcal_mol": 30.0,
  "homo_ev": -8.59,
  "smiles": "C=CN.O"
}

Entry 5:
{
  "formula": "C5H8N",
  "method": "wB97M-V/def2-TZVPD",
  "symbols": ["C", "C", "C", "C", "C", "N", "H", "H", "H", "H", "H", "H", "H", "H"],
  "xyz": [[-2.7844, 0.0282, 0.3507], [-1.6334, 0.3318, 0.1462], [0.5173, 1.3486, -0.7874], [0.7013, 1.2393, 0.7077], [0.3409, -1.8635, -0.2207], [-0.3151, 0.4527, -0.0769], [-3.7833, 0.0972, 0.5136], [-0.0037, 2.3414, -1.2058], [1.1763, 0.7369, -1.4149], [1.5880, 0.8520, 1.1127], [0.3530, 1.9923, 1.2897], [1.1228, -1.8248, 0.3814], [-0.6573, -2.2204, 0.1454], [0.5045, -2.1443, -1.3168]],
  "lowdin_charge": [0.2055, -0.1480, -0.0646, 0.0080, 0.3658, -0.0955, 0.0243, 0.1909, 0.1245, 0.1071, 0.0916, -0.0032, 0.0868, 0.1069],
  "charge": 1,
  "e_above_lowest_kcal_mol": 170.7,
  "homo_ev": [-14.15, -14.15]
}

Entry 6:
{
  "formula": "C60H40N7O7P2Ti",
  "method": "wB97M-V/def2-TZVPD",
  "symbols": ["Ti", "C", "C", "C", "C", "C", "C", "C", "C", "C", "C", "C", "C", "C", "C", "C", "C", "C", "C", "C", "N", "C", "C", "C", "C", "C", "C", "C", "C", "C", "C", "C", "C", "N", "C", "C", "C", "C", "C", "N", "C", "C", "C", "C", "C", "C", "C", "C", "N", "H", "H", "H", "H", "H", "H", "H", "H", "H", "H", "H", "H", "H", "H", "H", "H", "H", "H", "H", "H", "H", "H", "H", "H", "H", "H", "H", "H", "N", "C", "C", "C", "C", "C", "C", "C", "C", "C", "C", "C", "C", "N", "C", "C", "C", "C", "N", "H", "H", "H", "H", "H", "H", "H", "H", "H", "H", "O", "P", "O", "O", "O", "P", "O", "O", "O", "H", "H"],
  "xyz": [[-25.2118, 10.3620, -2.9517], [-27.5244, 17.2180, -0.1760], [-28.5442, 16.2498, -0.3399], [-28.1850, 15.0718, -1.0190], [-26.8793, 14.8249, -1.4556], [-25.8940, 15.8738, -1.3474], [-26.2211, 17.0167, -0.6489], [-26.4618, 13.5190, -1.9702], [-27.0575, 12.9448, -3.1060], [-27.9674, 13.6567, -3.9591], [-28.0630, 12.9320, -5.1340], [-27.3365, 11.6882, -4.9656], [-27.1753, 10.7055, -5.9973], [-27.4482, 11.0838, -7.4113], [-27.0075, 12.3301, -7.8269], [-27.0951, 12.7039, -9.1486], [-27.5674, 11.8144, -10.0787], [-28.0308, 10.5563, -9.7024], [-28.0113, 10.1908, -8.3862], [-26.4661, 9.5366, -5.6595], [-26.0909, 9.0802, -4.3263], [-25.6256, 7.7668, -4.4538], [-25.2996, 6.9061, -3.3400], [-24.6628, 5.5301, -3.5126], [-25.2683, 4.4349, -4.1894], [-24.5570, 3.2723, -4.3986], [-23.2976, 3.1192, -3.8452], [-22.6432, 4.2332, -3.3147], [-23.3397, 5.3737, -3.0453], [-25.4659, 7.4638, -2.0365], [-25.3992, 6.7231, -0.7908], [-25.4591, 7.5797, 0.2575], [-25.3452, 8.8810, -0.2772], [-25.5958, 8.8412, -1.6935], [-24.7179, 9.9623, 0.4370], [-24.4769, 11.1599, -0.2720], [-23.7803, 12.3183, 0.2037], [-24.3814, 13.3988, -0.4477], [-25.3850, 12.8606, -1.3554], [-25.3181, 11.5109, -1.3130], [-24.4178, 10.0471, 1.9020], [-25.4755, 9.9503, 2.7900], [-25.3099, 10.4026, 4.1299], [-24.0031, 10.6070, 4.6500], [-22.9275, 10.5762, 3.7773], [-23.1518, 10.2788, 2.4237], [-25.7052, 7.3869, -5.8040], [-26.2248, 8.4749, -6.5308], [-26.8137, 11.6722, -3.6640], [-27.6751, 18.1090, 0.4817], [-29.5972, 16.5218, -0.1284], [-28.8870, 14.2542, -1.1240], [-24.8809, 15.7551, -1.8121], [-25.5094, 17.8098, -0.5122], [-28.4313, 14.5999, -3.7200], [-28.5773, 13.2122, -6.0500], [-26.5077, 12.9480, -7.0780], [-26.9161, 13.7309, -9.4004], [-27.5264, 12.0208, -11.1238], [-28.3534, 9.8653, -10.4467], [-28.4073, 9.2361, -8.0040], [-26.2370, 4.4849, -4.6177], [-24.9744, 2.4011, -4.8725], [-22.8851, 2.0809, -3.9265], [-21.6032, 4.1394, -3.0401], [-22.8948, 6.1742, -2.4616], [-25.3391, 5.6540, -0.6822], [-25.5569, 7.3460, 1.3035], [-23.0218, 12.4478, 0.9521], [-24.2517, 14.4405, -0.1901], [-26.4155, 9.5724, 2.5071], [-26.1266, 10.6470, 4.7844], [-23.8434, 10.8786, 5.7228], [-21.9540, 10.6328, 4.2237], [-22.3274, 10.3978, 1.7893], [-25.3971, 6.4066, -6.2653], [-26.4082, 8.5289, -7.6255], [-16.9991, 18.6411, 5.1344], [-17.7426, 18.2992, 4.3013], [-18.5881, 17.7017, 3.2725], [-19.1222, 16.4392, 3.4585], [-19.5657, 15.6568, 2.4166], [-19.4779, 16.1902, 1.1303], [-19.2562, 17.6163, 0.9925], [-18.7352, 18.3408, 2.0282], [-19.6083, 15.3367, -0.0952], [-20.0326, 15.8469, -1.3509], [-20.9302, 16.8996, -1.7299], [-21.0603, 16.8530, -3.1194], [-20.2460, 15.7773, -3.5237], [-19.5550, 15.2387, -2.5075], [-19.1933, 13.9331, -0.0204], [-18.0822, 13.4748, 0.7814], [-17.9569, 12.1300, 0.5422], [-18.9831, 11.7876, -0.3293], [-19.7203, 12.8896, -0.7327], [-18.9682, 16.0809, 4.4942], [-19.9434, 14.6396, 2.6381], [-19.3474, 18.0956, 0.0299], [-18.4101, 19.3682, 1.9246], [-21.5400, 17.4303, -0.9911], [-21.6648, 17.4808, -3.7475], [-20.2132, 15.4254, -4.5504], [-17.5646, 14.1023, 1.4176], [-17.2112, 11.4632, 0.9497], [-19.1675, 10.8339, -0.8366], [-21.8411, 9.0881, -4.8972], [-21.9225, 9.8710, -3.5045], [-20.8724, 9.4524, -2.5862], [-23.3595, 9.7040, -2.9472], [-21.8557, 11.4611, -3.8583], [-22.9537, 12.1789, -4.8648], [-22.7803, 11.2201, -6.1706], [-22.6095, 13.5716, -5.1990], [-24.3093, 11.6900, -4.2929], [-22.3270, 9.4733, -5.6761], [-22.8753, 11.7094, -7.0077]],
  "lowdin_charge": [1.2267, -0.0932, -0.0710, -0.0459, -0.1730, -0.0208, -0.0865, -0.0517, -0.1894, 0.0191, -0.0056, -0.1971, -0.0346, -0.1560, -0.0451, -0.0711, -0.0852, -0.0853, -0.0401, -0.1883, 0.0129, -0.2247, -0.0198, -0.1477, -0.0382, -0.1050, -0.0882, -0.0761, -0.0239, -0.1770, 0.0030, -0.0031, -0.1655, -0.0009, -0.0107, -0.1933, 0.0751, 0.0789, -0.1959, -0.0097, -0.1865, -0.0243, -0.0562, -0.0920, -0.0685, -0.0263, 0.0088, -0.0101, 0.0336, 0.1093, 0.1069, 0.1150, 0.1417, 0.1015, 0.1091, 0.1106, 0.1283, 0.1064, 0.0956, 0.0970, 0.1211, 0.0995, 0.0970, 0.1163, 0.1074, 0.1310, 0.1156, 0.1180, 0.1165, 0.1068, 0.0977, 0.0886, 0.1119, 0.1018, 0.1070, 0.1301, 0.1146, 0.1212, -0.1823, -0.2520, -0.0532, -0.0304, -0.1206, 0.0015, -0.0445, -0.0250, -0.3085, -0.1051, -0.1237, -0.1978, 0.0807, -0.3108, -0.0899, -0.1467, -0.1813, 0.0687, 0.1243, 0.1332, 0.1045, 0.1127, 0.0827, 0.0665, 0.0850, 0.0608, 0.0731, 0.0788, -0.1303, 0.2517, -0.2412, -0.3541, -0.2329, 0.3186, -0.1622, -0.2517, -0.3654, 0.0712, 0.0977],
  "charge": -1,
  "e_above_lowest_kcal_mol": 0.0,
  "homo_ev": [-3.52, -3.52]
}